Record 1
82
Properties=species:S:1:pos:R:3:forces:R:3 method="wB97M-V/def2-TZVPD" e_lumo_ev=0.5 orbital_gap_ev=8.696
C -1.978 -4.750 5.233 0.204 -0.755 0.718
C -2.142 -3.655 4.421 -0.105 0.986 0.676
C -2.293 -3.779 3.055 -0.090 0.267 -0.357
C -2.279 -5.039 2.489 0.199 -0.484 -0.790
C -2.475 -5.305 1.004 -0.364 0.495 -0.409
C -2.045 -4.143 0.092 0.399 0.189 0.496
C -0.547 -3.829 0.131 -0.619 -0.006 -0.139
C 0.413 -4.820 0.494 -0.096 -0.754 0.145
N 1.712 -4.649 0.518 -1.056 0.832 -0.243
C 2.058 -3.369 0.189 1.346 -0.117 0.259
C 3.434 -3.014 0.203 0.514 -0.831 0.146
C 3.863 -1.768 -0.095 -0.212 0.578 -0.054
C 2.902 -0.769 -0.421 1.244 0.514 -0.146
C 1.595 -1.068 -0.458 -0.913 -0.102 -0.075
C 1.143 -2.370 -0.139 -0.792 0.345 -0.368
N -0.202 -2.610 -0.193 0.462 -0.534 0.211
C -2.076 -6.138 3.306 0.031 -0.544 -0.157
C -1.924 -6.011 4.670 -0.112 -0.470 -0.155
H -1.879 -4.677 6.314 -0.007 0.311 -0.198
H -2.168 -2.681 4.909 -0.002 -0.053 -0.328
H -2.428 -2.897 2.433 0.027 -0.099 0.196
H -1.964 -6.227 0.703 -0.122 0.096 0.198
H -3.547 -5.482 0.821 0.230 0.001 0.062
H -2.363 -4.307 -0.946 0.108 -0.068 0.208
H -2.530 -3.219 0.432 -0.054 -0.203 -0.308
H 0.042 -5.808 0.768 0.180 0.160 -0.047
H 4.179 -3.769 0.450 -0.368 -0.058 0.020
H 4.926 -1.546 -0.067 -0.224 0.151 -0.080
H 3.232 0.238 -0.660 0.050 -0.208 0.067
H 0.847 -0.328 -0.724 0.138 -0.100 0.076
H -2.041 -7.127 2.847 -0.005 0.152 0.114
H -1.789 -6.919 5.252 0.029 0.291 0.134
C -1.695 1.125 2.847 -0.091 0.105 0.101
S -0.827 0.617 1.355 -0.068 -0.184 0.011
O 0.451 1.382 1.298 -0.084 0.187 0.041
C -1.963 1.394 0.205 -0.200 0.078 0.009
H -1.128 0.772 3.707 0.054 -0.022 -0.063
H -1.770 2.213 2.879 0.042 -0.002 -0.047
H -2.689 0.675 2.855 0.021 -0.036 -0.067
H -2.018 2.465 0.405 0.088 0.008 -0.052
H -2.949 0.937 0.306 0.055 -0.106 0.049
H -1.592 1.235 -0.807 0.077 -0.010 0.043
C -0.558 6.901 -1.328 -0.032 0.087 -0.122
S -0.907 5.412 -0.384 0.211 0.042 -0.021
O -1.841 4.584 -1.195 -0.111 0.047 0.053
C -1.881 6.222 0.895 -0.116 0.068 0.040
H 0.019 6.618 -2.208 0.046 -0.090 0.051
H -1.492 7.370 -1.637 -0.038 -0.062 0.039
H 0.027 7.588 -0.716 0.024 -0.047 0.020
H -2.729 6.736 0.442 0.021 -0.033 -0.056
H -1.252 6.931 1.434 0.031 -0.033 -0.010
H -2.240 5.459 1.583 0.051 -0.041 -0.038
C -7.076 0.805 1.107 -0.006 0.135 0.033
S -6.256 -0.613 0.363 -0.116 -0.071 -0.049
O -4.872 -0.656 0.907 0.108 0.124 0.027
C -6.155 0.078 -1.294 0.037 0.100 -0.077
H -7.205 0.604 2.169 0.030 -0.075 -0.025
H -6.464 1.697 0.975 0.044 -0.045 -0.027
H -8.053 0.943 0.643 0.005 -0.040 -0.004
H -5.602 1.018 -1.269 0.014 -0.019 0.056
H -7.161 0.241 -1.681 -0.007 -0.032 0.025
H -5.632 -0.635 -1.928 0.000 -0.042 0.071
C 2.299 3.092 -2.159 -0.043 -0.099 0.009
S 3.075 4.699 -2.364 0.040 -0.125 0.085
O 2.337 5.418 -3.439 -0.038 0.000 -0.031
C 4.606 4.077 -3.080 -0.043 0.089 -0.051
H 1.300 3.244 -1.752 0.030 0.063 0.024
H 2.228 2.591 -3.126 0.026 0.070 -0.031
H 2.887 2.492 -1.464 0.019 0.044 0.010
H 4.389 3.511 -3.988 -0.087 0.022 0.015
H 5.108 3.446 -2.351 -0.083 0.058 0.094
H 5.242 4.926 -3.326 -0.071 0.042 0.025
C 7.963 0.384 -2.448 0.042 -0.146 0.103
S 6.415 1.259 -2.721 0.362 -0.067 -0.282
O 5.449 0.817 -1.684 -0.055 -0.038 0.075
C 5.997 0.402 -4.246 -0.059 -0.088 -0.073
H 8.391 0.734 -1.511 -0.057 0.045 -0.006
H 7.775 -0.689 -2.386 -0.053 0.017 0.004
H 8.650 0.601 -3.266 -0.037 0.046 -0.004
H 5.939 -0.671 -4.062 -0.013 0.021 0.068
H 6.754 0.617 -5.001 0.001 0.041 0.027
H 5.030 0.767 -4.587 0.007 0.036 0.059

Record 2
8
Properties=species:S:1:pos:R:3:forces:R:3 method="wB97M-V/def2-TZVPD" s_squared=2.068 charge=+1 multiplicity=3 e_lumo_ev="-6.3 / -8.2" orbital_gap_ev="8.072 / 8.240"
C -1.019 -0.060 -0.109 -1.373 1.649 -1.101
N 1.039 -1.118 0.141 0.436 0.010 0.483
N 1.492 0.054 0.204 3.847 -2.648 -0.095
N -0.319 -1.154 -0.056 -1.161 2.137 0.466
N 0.852 1.100 0.244 -3.324 1.387 -1.006
O 1.009 2.201 -0.160 0.365 0.238 0.607
S -2.178 0.917 -0.439 1.018 -1.005 0.573
H -0.877 -1.940 0.176 0.191 -1.767 0.073

Record 3
15
Properties=species:S:1:pos:R:3:forces:R:3 method="wB97M-V/def2-TZVPD" de_lowest_kcal_mol=121.76 e_lumo_ev="-1.1 / -1.1" orbital_gap_ev="7.675 / 7.928"
C -0.835 1.441 0.109 -0.087 0.008 -0.048
C -0.117 0.096 0.112 0.128 0.380 -0.098
C -1.062 -1.065 0.398 0.054 -0.043 0.198
N 0.627 -0.145 -1.150 -0.080 0.089 -0.742
C 1.188 0.165 0.890 0.020 -0.975 -0.059
C 1.953 -0.270 -0.686 -0.860 0.395 1.056
N 3.046 -0.714 -0.726 0.485 -0.110 -0.304
H -1.335 1.607 1.068 0.063 -0.030 -0.108
H -1.601 1.460 -0.676 0.098 0.005 0.085
H -0.125 2.257 -0.050 -0.080 -0.085 -0.009
H -1.907 -1.081 -0.299 0.164 0.057 0.069
H -0.532 -2.019 0.319 -0.063 0.139 0.006
H -1.462 -0.974 1.416 0.052 -0.020 -0.146
H 0.561 0.627 -1.812 -0.030 -0.159 0.013
H 1.304 -0.689 1.582 0.134 0.349 0.086

Record 4
12
Properties=species:S:1:pos:R:3:forces:R:3 method="wB97M-V/def2-TZVPD" de_lowest_kcal_mol=150.68 e_lumo_ev=0.3 orbital_gap_ev=9.086
C -1.414 -1.098 -1.684 0.083 -0.500 -1.561
C -0.394 -0.410 -0.523 -2.975 -4.075 -2.303
H -0.769 -1.980 -2.191 -1.777 1.651 1.397
H -2.535 -1.533 -1.227 3.598 1.341 -1.230
H -1.637 -0.358 -2.703 0.591 -1.804 3.546
H -0.594 -2.491 0.479 2.875 4.822 -0.272
H 1.415 -1.045 1.738 0.672 -0.258 -2.414
H -0.819 2.445 0.544 1.036 -0.233 0.393
N -0.065 -1.294 0.537 0.283 -2.743 -0.136
N -0.140 0.785 -0.689 0.224 1.962 0.896
O 1.497 -1.199 0.725 -3.909 -0.434 2.427
S 0.328 1.698 0.742 -0.700 0.270 -0.740

Record 5
35
Properties=species:S:1:pos:R:3:forces:R:3 method="wB97M-V/def2-TZVPD" smiles="O=C(CCCOc1ccc(Cl)cc1Cl)Nc1cccnc1" de_lowest_kcal_mol=9.44 e_lumo_ev=0.4 orbital_gap_ev=9.271
O -3.713 -2.357 0.891 -0.262 -0.207 0.014
C -2.863 -1.537 0.637 0.640 -0.018 0.174
C -1.374 -1.837 0.694 -0.136 -0.122 -0.152
C -0.837 -2.106 -0.717 0.444 0.099 0.205
C 0.688 -2.127 -0.726 -0.266 -0.309 -0.218
O 1.114 -0.818 -0.395 0.052 0.140 0.034
C 2.435 -0.552 -0.289 0.186 0.185 0.067
C 3.467 -1.454 -0.524 -0.295 -0.015 -0.012
C 4.790 -1.069 -0.388 0.080 0.209 0.062
C 5.098 0.226 -0.014 -0.271 -0.135 -0.044
Cl 6.745 0.709 0.156 0.248 0.071 0.025
C 4.090 1.150 0.228 0.009 -0.184 -0.053
C 2.775 0.755 0.090 -0.004 -0.283 -0.084
Cl 1.505 1.880 0.387 -0.146 0.251 0.073
N -3.112 -0.254 0.239 0.261 0.364 -0.082
C -4.340 0.371 0.026 -0.455 0.271 -0.115
C -4.345 1.708 -0.373 -0.094 -0.196 0.060
C -5.554 2.340 -0.593 0.044 -0.132 0.039
C -6.720 1.611 -0.406 -0.020 0.307 -0.091
N -6.723 0.345 -0.028 -0.482 0.032 -0.021
C -5.575 -0.264 0.185 0.410 -0.409 0.132
H -1.225 -2.717 1.320 -0.062 0.078 0.032
H -0.835 -0.994 1.129 0.003 -0.001 0.036
H -1.215 -3.061 -1.083 -0.011 -0.004 -0.053
H -1.169 -1.321 -1.400 -0.002 -0.054 -0.078
H 1.066 -2.847 0.012 0.030 0.044 -0.063
H 1.058 -2.405 -1.721 0.025 0.020 0.126
H 3.246 -2.468 -0.817 -0.053 -0.100 -0.029
H 5.579 -1.781 -0.574 0.091 -0.047 -0.011
H 4.326 2.160 0.520 0.005 0.085 0.024
H -2.305 0.336 0.077 -0.100 -0.200 0.077
H -3.411 2.237 -0.506 0.072 0.047 -0.013
H -5.589 3.373 -0.901 -0.019 0.076 -0.023
H -7.693 2.057 -0.566 -0.040 0.128 -0.039
H -5.630 -1.297 0.493 0.119 0.009 0.000

Record 6
111
Properties=species:S:1:pos:R:3:forces:R:3 method="wB97M-V/def2-TZVPD" s_squared=2.296 charge=+4 multiplicity=3 de_lowest_kcal_mol=20.31 e_lumo_ev="-12.5 / -13.1" orbital_gap_ev="5.570 / 4.946"
Au 0.953 0.385 0.522 -0.044 -0.725 0.038
C 2.507 1.543 -2.154 0.092 0.289 0.203
N 3.758 1.150 -1.542 -0.194 0.022 -0.321
C 5.037 1.211 -2.277 -0.046 -0.149 0.281
C 6.067 1.022 -1.155 -0.262 0.069 0.078
N 5.227 0.704 0.022 1.042 -0.151 0.367
C 5.855 0.172 1.238 0.009 -0.015 -0.230
C 3.947 0.865 -0.249 -0.585 -0.086 -0.109
N 2.956 0.810 0.663 -0.356 -0.256 0.382
C 3.197 1.082 2.084 0.171 0.390 -0.043
C 2.163 2.079 2.547 -0.046 -0.157 0.126
N 0.836 1.458 2.453 0.038 0.224 -0.286
C 0.042 1.478 3.534 -0.057 -0.103 -0.294
N -1.029 0.674 3.714 -0.114 -0.144 0.104
C -1.613 -0.242 2.772 0.187 -0.135 0.091
C -1.530 0.716 5.099 0.093 0.226 -0.179
C -0.641 1.783 5.744 0.046 0.034 -0.238
N 0.204 2.246 4.624 0.323 0.413 0.517
C 0.902 3.536 4.779 -0.214 -0.233 0.033
H 2.716 1.917 -3.153 0.018 0.033 -0.007
H 2.017 2.344 -1.585 0.107 -0.058 -0.056
H 1.819 0.709 -2.247 -0.073 -0.088 -0.059
H 5.147 2.173 -2.764 -0.072 0.188 -0.032
H 5.088 0.441 -3.042 -0.029 -0.162 0.013
H 6.655 1.916 -0.976 0.021 0.167 0.093
H 6.758 0.212 -1.352 0.053 -0.278 -0.001
H 6.747 -0.374 0.941 0.007 -0.043 -0.066
H 5.193 -0.516 1.761 -0.007 0.032 -0.097
H 6.171 0.960 1.922 -0.010 0.044 -0.067
H 4.168 1.549 2.236 0.026 -0.091 -0.147
H 3.146 0.170 2.686 0.024 0.040 0.012
H 2.217 2.967 1.915 0.064 0.078 0.033
H 2.435 2.359 3.556 -0.121 -0.023 0.134
H -0.993 -1.120 2.569 0.023 0.030 0.033
H -1.830 0.252 1.830 -0.164 0.091 -0.039
H -2.553 -0.593 3.191 -0.030 -0.046 0.003
H -1.416 -0.254 5.577 0.062 -0.100 -0.017
H -2.587 0.976 5.120 -0.030 0.056 -0.053
H -0.031 1.383 6.549 0.122 -0.056 0.013
H -1.211 2.614 6.154 -0.051 0.105 -0.075
H 0.296 4.161 5.431 -0.076 -0.018 -0.001
H 1.003 4.054 3.831 -0.025 -0.058 -0.082
H 1.879 3.434 5.250 -0.002 -0.083 -0.001
O -1.409 1.469 -0.583 0.094 -0.241 -0.380
N -1.041 0.434 -0.174 0.022 0.328 0.124
F 6.514 -4.304 -3.564 0.038 0.056 0.080
C 6.505 -3.576 -2.454 0.096 -0.013 -0.009
F 7.100 -4.257 -1.475 -0.021 0.079 -0.090
F 7.226 -2.451 -2.678 -0.084 -0.173 0.052
C 5.101 -3.167 -2.060 0.119 0.096 0.048
C 4.084 -3.178 -2.993 -0.142 -0.062 -0.142
C 2.831 -2.685 -2.653 -0.030 -0.040 -0.062
C 2.615 -2.160 -1.380 0.007 0.208 -0.017
C 3.636 -2.205 -0.423 0.047 -0.121 -0.097
C 4.876 -2.714 -0.764 -0.063 0.021 0.087
P 0.981 -1.610 -0.864 0.528 -0.148 -0.259
C -0.125 -1.446 -2.270 -0.109 0.115 0.100
C 0.320 -0.994 -3.514 -0.089 0.139 -0.062
C -0.587 -0.776 -4.545 0.188 0.012 0.038
C -1.933 -0.999 -4.325 -0.054 0.025 0.097
C -2.389 -1.467 -3.098 -0.138 -0.072 0.060
C -1.494 -1.682 -2.069 0.062 -0.124 0.052
C -2.962 -0.682 -5.385 -0.066 0.020 0.052
F -3.783 -1.713 -5.573 -0.005 0.122 -0.024
F -2.404 -0.344 -6.537 -0.084 0.028 -0.019
F -3.710 0.369 -4.948 0.068 -0.158 -0.127
C 0.373 -2.911 0.220 -0.035 0.290 0.211
C 0.674 -2.875 1.584 0.007 0.025 -0.048
C 0.358 -3.954 2.390 0.070 0.040 0.090
C -0.258 -5.064 1.831 0.002 -0.020 -0.082
C -0.539 -5.117 0.472 0.001 -0.005 -0.064
C -0.219 -4.042 -0.345 0.004 -0.082 0.090
C -0.655 -6.215 2.735 0.005 -0.028 -0.077
F -1.831 -5.924 3.316 0.112 -0.102 0.001
F -0.790 -7.346 2.042 0.003 0.125 0.185
F 0.257 -6.392 3.694 -0.149 -0.045 -0.069
H 4.258 -3.587 -3.981 -0.008 0.040 0.033
H 2.029 -2.743 -3.379 0.143 -0.055 0.061
H 3.455 -1.874 0.590 -0.004 0.046 0.063
H 5.669 -2.784 -0.028 -0.051 0.040 -0.029
H 1.370 -0.808 -3.696 -0.074 0.041 -0.028
H -0.245 -0.434 -5.513 0.004 -0.004 0.037
H -3.446 -1.679 -2.961 0.149 0.030 -0.004
H -1.854 -2.064 -1.120 0.025 0.051 -0.078
H 1.172 -2.011 2.017 -0.005 -0.056 0.020
H 0.603 -3.950 3.447 -0.034 0.024 -0.093
H -0.994 -6.005 0.050 0.027 0.052 0.014
H -0.414 -4.106 -1.408 -0.009 0.004 0.018
C -2.669 4.510 -0.485 -0.223 0.188 -0.151
As -3.461 2.768 -0.331 -0.399 -0.208 0.549
C -4.042 2.367 -2.130 -0.129 -0.046 0.028
C -5.152 3.013 0.879 0.066 0.205 -0.151
C -6.336 2.733 0.096 -0.241 0.065 -0.085
C -6.834 1.390 -0.041 0.333 0.467 0.184
C -8.026 1.170 -0.649 -0.397 0.252 -0.295
C -8.754 2.275 -1.184 0.159 -0.021 0.044
C -8.269 3.604 -1.075 -0.346 -0.337 -0.201
C -7.066 3.828 -0.486 0.418 -0.288 0.248
H -3.362 5.156 -1.029 0.104 0.071 0.018
H -1.748 4.421 -1.061 0.007 -0.005 -0.025
H -2.455 4.928 0.494 0.005 0.004 0.058
H -4.913 2.978 -2.359 0.012 0.034 -0.128
H -4.297 1.315 -2.238 0.004 0.003 0.018
H -3.239 2.624 -2.816 0.074 0.007 -0.025
H -5.052 4.068 1.144 -0.016 -0.058 0.065
H -4.998 2.370 1.738 0.079 -0.124 -0.071
H -6.266 0.564 0.373 -0.013 0.074 0.044
H -8.430 0.168 -0.728 -0.034 0.076 -0.045
H -9.687 2.093 -1.708 0.032 0.004 0.103
H -8.856 4.429 -1.457 -0.015 -0.082 -0.036
H -6.685 4.840 -0.395 0.036 -0.064 0.048